Record 1
DFT (ωB97M-V/def2-TZVPD) results for a single C4H8O molecule.

The geometry in XYZ format:
```
13
Properties=species:S:1:pos:R:3:lowdin_charge:R:1
O -0.53451 0.15940 -1.14334 -0.1264
C -1.28692 1.05374 -0.41969 -0.2347
C 1.60223 -0.66071 -0.20345 -0.0909
C 0.11960 -0.97255 -0.29117 -0.1972
C -1.19459 1.09864 0.90376 -0.0176
H -0.15322 -1.77518 -0.96019 0.1021
H -0.33429 0.70217 1.43985 0.0493
H 1.93416 -0.41481 -1.21011 0.0745
H -1.97420 1.72343 -0.96316 0.1186
H 1.77793 0.20513 0.44483 0.0745
H 2.20670 -1.49098 0.18541 0.0801
H -1.90634 1.65126 1.47418 0.0396
H -0.25656 -1.27954 0.74308 0.1281
```

Computed properties:
* relative energy (zero: lowest compared OMol25 entry of this formula, charge and spin): 177.92 kJ/mol
* total charge: 0
* frontier orbital gap: 9.81 eV
* structure (SMILES): C=COCC


Record 2
DFT (ωB97M-V/def2-TZVPD) results for a single C25H25ClN2O5 molecule.

The geometry in XYZ format:
```
58
Properties=species:S:1:pos:R:3:lowdin_charge:R:1
Cl 4.10152 -2.92565 1.65734 0.7265
O 2.43381 -3.07671 -0.62946 -0.0822
O -7.24608 2.50764 -0.49077 -0.1326
O 2.29217 3.73414 -2.18056 0.1361
O 2.38569 1.58599 -1.62947 0.1407
O -0.49272 -2.73530 -2.65388 0.0841
N -0.19767 -2.58424 -0.38885 0.1482
N -5.77352 0.37295 0.65727 -0.1836
C 3.56746 3.15003 -0.26892 -0.0844
C -1.44976 -1.59390 1.39060 -0.0195
C 2.81575 0.58097 -0.84237 -0.1672
C -7.87929 1.31972 -0.08047 -0.1995
C 4.04577 -0.30213 1.03991 -0.0254
C -3.68260 -1.35432 -0.21445 -0.0233
C -5.01733 -0.34896 1.66258 -0.1618
C -2.52619 -1.90037 -0.73699 0.0071
C 0.18210 -2.85473 -1.65751 -0.4625
C -5.12168 1.61092 0.26423 -0.1622
C 4.07515 4.48854 0.16650 -0.1121
C -3.74038 -0.91432 1.10214 -0.2225
C 3.62689 -1.56577 0.70631 -0.5801
C -5.91567 2.24836 -0.87503 -0.1926
C -1.40034 -2.02790 0.06924 -0.2124
C -7.13250 0.65906 1.07879 -0.1726
C -2.60814 -1.03716 1.89663 -0.0365
C 4.87666 2.68462 1.63377 -0.1141
C 2.72233 2.90913 -1.41635 -0.3859
C 4.64670 4.20663 1.56819 -0.1542
C 4.00703 2.15405 0.53652 -0.1058
C 2.39549 -0.70606 -1.17575 0.0952
C 2.79549 -1.78819 -0.41066 -0.2891
C 3.64561 0.79740 0.27265 -0.0940
C 1.62696 -3.37974 -1.74556 -0.0781
H -5.90328 1.57186 -1.74266 0.1271
H -2.48875 -2.22808 -1.76213 0.1029
H 1.75020 -0.81800 -2.03157 0.1349
H -8.89097 1.59803 0.21989 0.1245
H -7.15397 1.33337 1.95440 0.1302
H 4.61488 2.26826 2.60626 0.1181
H 2.07223 -3.01981 -2.67960 0.1429
H 4.84661 4.83175 -0.52704 0.1259
H -7.62868 -0.27724 1.34446 0.1238
H 3.28504 5.23828 0.17130 0.1217
H -4.79133 0.28263 2.54176 0.1277
H 5.91867 2.42611 1.42816 0.1289
H -0.57507 -1.68881 2.01968 0.1114
H -2.63131 -0.69811 2.92243 0.1118
H -4.56161 -1.25784 -0.83188 0.1165
H 1.58958 -4.47291 -1.78225 0.1469
H -7.92768 0.61247 -0.92233 0.1263
H -5.64162 -1.18156 2.00782 0.1314
H 4.68325 -0.15619 1.89640 0.1170
H -4.10779 1.38784 -0.07265 0.1246
H 5.56194 4.76416 1.75420 0.1070
H 3.91640 4.49609 2.32409 0.1122
H -5.48458 3.20997 -1.15752 0.1261
H 0.49385 -2.74620 0.33314 0.1440
H -5.06762 2.32042 1.11035 0.1326
```

Computed properties:
* relative energy (zero: lowest compared OMol25 entry of this formula, charge and spin): 40.60 kJ/mol
* total charge: 0
* frontier orbital gap: 8.47 eV
* structure (SMILES): O=C(COc1cc2oc(=O)c3c(c2cc1Cl)CCC3)Nc1ccc(CN2CCOCC2)cc1


Record 3
DFT (ωB97M-V/def2-TZVPD) results for a molecular structure, C9H14NO2PPtS3.

The geometry in XYZ format:
```
31
Properties=species:S:1:pos:R:3:lowdin_charge:R:1
Pt -2.16063 -0.92715 1.00606 0.1308
S -1.77283 0.29711 2.90271 0.4589
S 0.11871 -0.56713 0.49038 0.0850
S -3.94715 -2.06595 1.00648 -0.2346
P 0.47374 -2.36554 -0.48186 0.5092
O -0.25511 -2.24336 -1.94783 -0.4423
O 2.06404 -2.02941 -0.89156 -0.4596
N -1.86514 2.05810 0.95379 -0.0008
C 3.01750 -3.04759 -0.64438 -0.3720
C -1.86700 1.90872 2.28163 -0.7716
C -1.88081 3.29194 0.45711 -0.1626
C -1.91928 4.43870 1.23140 -0.1046
C 0.64839 -0.44392 -3.33060 -0.0947
C -1.93787 4.27897 2.61310 -0.1073
C -0.56359 -1.03325 -2.63510 -0.3521
C -1.91039 3.01177 3.15127 -0.1222
C 3.53110 -2.99369 0.78292 -0.0986
H 0.35615 0.44525 -3.89504 0.0686
H 1.08874 -1.16754 -4.01913 0.0718
H -1.33949 -1.30021 -3.35553 0.1097
H 3.83362 -2.88408 -1.35315 0.1062
H -1.97031 5.14382 3.26590 0.0960
H -1.86275 3.35873 -0.62674 0.1008
H 2.58548 -4.03358 -0.85519 0.0929
H 4.25125 -3.79556 0.96390 0.0665
H 1.40253 -0.16177 -2.59693 0.0587
H -1.93423 5.41896 0.77436 0.0853
H 4.01247 -2.03464 0.97703 0.0729
H -1.91760 2.85706 4.22188 0.0922
H -0.98156 -0.31178 -1.93023 0.0517
H 2.70203 -3.10300 1.48335 0.0656
```

Computed properties:
* relative energy (zero: lowest compared OMol25 entry of this formula, charge and spin): 143.94 kJ/mol
* total charge: -1
* expectation value of S²: 0.765
* frontier orbital gap (alpha / beta): 6.80 / 6.30 eV
* multiplicity: 2


Record 4
DFT (ωB97M-V/def2-TZVPD) results for a molecular structure, C11H12N8O2RuS2.

The geometry in XYZ format:
```
36
Properties=species:S:1:pos:R:3:lowdin_charge:R:1
Ru 0.03235 -0.41928 -0.32969 0.9071
S -0.59043 -2.78693 0.20151 0.6208
S -0.68120 -0.05741 2.06363 0.6276
O 2.36340 -0.48336 0.63167 -0.0884
O 0.21075 2.02486 -0.16809 -0.1656
N 4.35258 -0.23198 -0.42605 0.1466
N -0.24376 4.22063 -0.40746 0.1672
N -3.40777 4.51313 -1.83918 0.1099
N 1.27407 -0.41720 -2.12405 0.0135
N 2.94231 1.59145 -0.08643 0.1622
N 1.72213 -0.64655 -4.51710 0.0453
N 0.05086 -0.93304 -6.32706 0.0678
N -2.16904 0.07730 -1.34823 0.0834
C -1.27956 -1.56159 2.53702 -0.8075
C -2.72980 3.61820 -1.56393 -0.2551
C -1.83526 2.60399 -1.17370 -0.2112
C 0.78568 -0.80443 -5.44202 -0.4288
C -1.23035 -2.72693 1.75260 -0.8205
C -2.11102 1.23587 -1.31495 -0.2280
C 3.15457 0.25691 0.05553 -0.6986
C -1.76571 -4.01021 2.33410 -0.1539
C -1.88752 -1.65420 3.91288 -0.1514
C 1.39084 -0.54308 -3.28389 -0.3614
C -0.58849 2.90987 -0.56179 -0.5079
H -1.72731 -4.80717 1.59508 0.0525
H 0.51409 4.39739 0.22773 0.1037
H -2.94657 -1.92009 3.85155 0.0786
H -1.80801 -0.70229 4.43197 0.0515
H 4.77521 0.25385 -1.20029 0.0878
H 3.44102 2.06016 -0.82425 0.0960
H -1.40170 -2.42338 4.51806 0.0745
H -0.93314 4.94016 -0.54331 0.0880
H -2.79880 -3.90791 2.67323 0.0735
H 4.32420 -1.23313 -0.53733 0.0996
H 1.97619 1.88951 0.03244 0.0442
H -1.17482 -4.32310 3.19981 0.0768
```

Computed properties:
* total charge: -1
* expectation value of S²: 8.770
* frontier orbital gap (alpha / beta): 7.12 / 6.79 eV
* multiplicity: 6